(1)
Computed, not measured: a cluster of 2 separate species, C29H38O2P in total at a distorted geometry, with ωB97M-V/def2-TZVPD.

Results
* net charge: +1
* LUMO: -0.18209 hartree
* energy relative to the best compared isomer or geometry (same formula, charge and spin): 2.6 kcal/mol
* gap between HOMO and LUMO: 5.950 eV
* calculated total energy: -44065.4631 eV

Atoms and positions in Å:
C: -1.629 -1.508 -4.892
C: -1.518 -1.512 -3.365
C: -2.879 -1.726 -2.695
P: -0.573 -0.015 -2.769
C: 1.005 -0.262 -3.756
C: 1.509 -1.710 -3.743
C: 2.096 0.731 -3.346
C: -1.290 1.370 -3.819
C: -0.625 2.716 -3.515
C: -2.816 1.456 -3.779
H: -2.118 -2.436 -5.214
H: -2.248 -0.673 -5.241
H: -0.653 -1.463 -5.391
H: -0.871 -2.347 -3.042
H: -3.294 -2.681 -3.046
H: -2.795 -1.787 -1.604
H: -3.599 -0.945 -2.958
H: 0.711 -0.016 -4.792
H: 2.489 -1.724 -4.239
H: 1.619 -2.104 -2.721
H: 0.856 -2.382 -4.314
H: 3.047 0.395 -3.781
H: 1.906 1.731 -3.749
H: 2.206 0.804 -2.255
H: -0.994 1.085 -4.844
H: -1.215 3.509 -3.991
H: -0.562 2.922 -2.437
H: 0.380 2.777 -3.948
H: -3.110 2.391 -4.276
H: -3.304 0.650 -4.338
H: -3.213 1.470 -2.754
C: 1.421 6.594 2.668
O: 0.366 6.103 1.814
C: 0.333 4.786 1.494
C: -0.768 4.362 0.699
C: -0.885 3.051 0.310
C: 0.059 2.051 0.697
C: -0.103 0.694 0.294
C: 0.227 -0.404 1.138
C: 0.123 -1.746 0.653
C: 0.546 -2.822 1.408
C: 1.044 -2.633 2.710
O: 1.481 -3.767 3.391
C: 1.083 -4.046 4.715
C: 0.180 -5.097 4.894
C: -0.354 -5.321 6.159
C: 0.083 -4.560 7.248
C: 1.068 -3.586 7.071
C: 1.577 -3.317 5.798
C: 1.081 -1.343 3.264
C: 0.652 -0.273 2.491
C: 1.175 2.512 1.466
C: 1.294 3.830 1.897
H: 1.264 7.676 2.693
H: 1.339 6.175 3.682
H: 2.413 6.364 2.251
H: -1.502 5.119 0.408
H: -1.714 2.752 -0.332
H: -0.665 0.498 -0.633
H: -0.264 -1.911 -0.354
H: 0.481 -3.844 1.021
H: -0.122 -5.688 4.033
H: -1.111 -6.096 6.286
H: -0.349 -4.737 8.235
H: 1.445 -3.022 7.921
H: 2.331 -2.553 5.640
H: 1.446 -1.189 4.279
H: 0.689 0.714 2.954
H: 1.991 1.834 1.699
H: 2.125 4.123 2.551

Cartesian forces (eV/Å) of the 2 atoms listed first:
-0.23 -0.49 -0.10
0.26 0.18 -0.06

Mulliken population analysis, charges in e, atoms 1 to 2: -1.67 0.59

---

(2)
Computed, not measured: a structure of composition C5H6LiO2V at a distorted geometry, with ωB97M-V/def2-TZVPD.

Results
* net charge: +2
* multiplicity: 5
* LUMO (spin up / spin down): -0.31593 / -0.31165 hartree
* energy relative to the best compared isomer or geometry (same formula, charge and spin): 93.8 kcal/mol
* gap between HOMO and LUMO (spin up / spin down): 5.251 / 6.977 eV
* calculated total energy: -35244.4256 eV

Atoms and positions in Å:
C: 0.578 -0.007 0.520
C: -0.250 -0.372 1.606
H: -0.936 0.351 2.058
H: 0.105 -1.226 2.193
O: 2.916 0.072 0.395
C: 1.755 -0.384 -0.043
V: 4.423 -0.535 0.758
H: 1.744 -0.886 -1.023
C: -1.027 -0.554 -0.234
C: -1.478 0.809 -0.676
O: -1.540 1.215 -1.826
Li: -1.888 2.755 -2.789
H: -1.567 -1.063 -1.069
H: -0.946 -1.629 0.003
H: -1.887 1.454 0.128

Cartesian forces (eV/Å) of the 2 atoms listed first:
-0.72 -2.38 -0.84
1.09 1.96 0.48

Mulliken population analysis, charges in e, atoms 1 to 2: 0.11 -0.51

---

(3)
Computed, not measured: a cluster of 3 separate species, C2H10NO2 in total at a distorted geometry, with ωB97M-V/def2-TZVPD.

Results
* net charge: +1
* LUMO: -0.16544 hartree
* energy relative to the best compared isomer or geometry (same formula, charge and spin): 58.3 kcal/mol
* gap between HOMO and LUMO: 9.409 eV
* calculated total energy: -7812.4815 eV

Atoms and positions in Å:
C: 0.844 -0.603 -1.032
C: 1.479 0.304 -1.801
N: 0.271 -0.210 0.268
H: 0.603 -1.654 -1.158
H: 2.476 0.189 -2.213
H: 0.988 1.210 -2.149
H: -0.544 0.425 0.196
H: 0.883 0.404 0.824
H: -0.120 -0.911 0.904
H: -0.322 1.764 3.055
H: 1.237 1.630 3.115
O: 0.455 1.489 2.573
H: -3.393 -1.559 -0.520
H: -2.348 -1.294 -1.505
O: -2.507 -1.182 -0.558

Cartesian forces (eV/Å) of the 2 atoms listed first:
0.36 -0.57 0.40
-0.41 -0.25 -0.16

Mulliken population analysis, charges in e, atoms 1 to 2: -0.14 -0.63

---

(4)
Computed, not measured: a cluster of 2 separate species, C3H3F in total at a distorted geometry, with ωB97M-V/def2-TZVPD.

Results
* multiplicity: 3
* LUMO (spin up / spin down): -0.00524 / -0.02529 hartree
* energy relative to the best compared isomer or geometry (same formula, charge and spin): 55.2 kcal/mol
* gap between HOMO and LUMO (spin up / spin down): 8.157 / 9.851 eV
* calculated total energy: -5869.2614 eV

Atoms and positions in Å:
C: 0.241 0.089 -0.043
C: -2.474 -0.705 0.295
C: 1.522 -0.105 0.124
F: -2.890 0.424 -0.197
H: -0.478 0.632 -0.582
H: 2.220 0.479 -0.458
H: 1.860 -0.812 0.861

Cartesian forces (eV/Å) of the 2 atoms listed first:
0.84 -0.76 0.67
-0.18 0.60 -0.23

Mulliken population analysis, charges in e, atoms 1 to 2: -0.35 0.04

---

(5)
Computed, not measured: a cluster of 3 separate species, C11H22N4O4 in total at a distorted geometry, with ωB97M-V/def2-TZVPD.

Results
* LUMO: -0.02007 hartree
* energy relative to the best compared isomer or geometry (same formula, charge and spin): 319.6 kcal/mol
* gap between HOMO and LUMO: 8.739 eV
* calculated total energy: -25902.6347 eV

Atoms and positions in Å:
C: 2.222 0.365 1.950
C: 0.872 0.930 1.229
C: 3.427 0.589 1.012
C: 3.198 -0.068 -0.483
C: 3.830 0.703 -1.719
C: -1.595 0.899 0.994
C: -2.754 0.259 1.798
C: -1.928 0.915 -0.624
C: -1.734 -0.412 -1.278
C: -2.931 -1.312 -1.070
C: -2.809 -2.721 -1.862
H: 0.567 -1.351 1.346
H: 3.367 -1.465 2.024
H: 2.350 1.078 2.752
H: 4.126 -0.186 1.381
H: 3.888 1.640 1.084
H: 3.484 -1.238 -0.456
H: 2.221 -0.176 -0.662
H: 2.285 2.085 -1.447
H: 3.524 2.504 -2.396
H: -0.491 -0.141 2.568
H: -1.777 1.900 1.375
H: -2.907 1.325 -0.953
H: -1.079 1.784 -0.785
H: -1.744 -0.289 -2.320
H: -0.804 -1.071 -0.950
H: -3.839 -0.620 -1.509
H: -3.260 -1.743 -0.040
H: -1.864 -3.196 -1.545
H: -3.710 -3.123 -1.596
H: -3.659 -2.419 -3.572
H: -1.952 -1.950 -3.443
H: -4.660 -0.149 1.924
N: 1.838 -0.952 2.402
N: 3.272 1.891 -1.763
N: -0.294 0.292 1.557
N: -2.773 -2.746 -3.361
O: 0.719 1.667 -0.027
O: 4.917 0.275 -2.146
O: -2.441 -0.348 2.853
O: -4.088 0.472 1.281

Cartesian forces (eV/Å) of the 2 atoms listed first:
-2.67 2.06 -2.60
-1.05 1.79 -6.70

Mulliken population analysis, charges in e, atoms 1 to 2: 0.80 -0.03

---

(6)
Computed, not measured: a cluster of 3 separate species, C4H12O3 in total at a distorted geometry, with ωB97M-V/def2-TZVPD.

Results
* LUMO: 0.02673 hartree
* energy relative to the best compared isomer or geometry (same formula, charge and spin): 54.0 kcal/mol
* gap between HOMO and LUMO: 10.026 eV
* calculated total energy: -10482.7972 eV

Atoms and positions in Å:
C: 0.974 1.328 2.594
C: 0.743 0.133 1.705
C: 1.815 -0.241 0.981
C: 1.672 -1.432 0.003
O: 2.618 -1.163 -1.038
H: 0.367 2.191 2.367
H: 1.977 1.734 2.500
H: 0.801 1.013 3.685
H: -0.240 0.000 1.275
H: 2.721 0.359 0.901
H: 1.737 -2.266 0.707
H: 0.718 -1.662 -0.500
H: 3.248 -0.553 -0.653
O: -4.212 -0.422 -0.923
H: -3.305 -0.485 -0.620
H: -4.828 -0.701 -0.244
O: -2.168 1.361 -2.411
H: -2.440 2.264 -2.598
H: -1.871 0.997 -3.251

Cartesian forces (eV/Å) of the 2 atoms listed first:
-0.51 -0.58 1.91
2.18 2.45 -1.26

Mulliken population analysis, charges in e, atoms 1 to 2: -0.95 -0.12

---

(7)
Computed, not measured: an isolated molecule of C3H5FOS at a distorted geometry, with ωB97M-V/def2-TZVPD.

Results
* LUMO: 0.01631 hartree
* energy relative to the best compared isomer or geometry (same formula, charge and spin): 17.1 kcal/mol
* gap between HOMO and LUMO: 9.377 eV
* calculated total energy: -18791.1593 eV

Atoms and positions in Å:
C: 0.462 -0.751 -1.655
O: 0.584 -0.385 -0.289
C: -0.399 0.192 0.335
S: -1.864 0.362 -0.342
C: -0.029 0.663 1.748
F: -0.758 1.782 2.130
H: 0.215 0.136 -2.273
H: -0.300 -1.457 -1.943
H: 1.395 -1.114 -1.964
H: -0.374 -0.203 2.386
H: 1.066 0.775 1.866

Cartesian forces (eV/Å) of the 2 atoms listed first:
-1.04 1.39 -1.06
1.48 -0.66 0.12

Mulliken population analysis, charges in e, atoms 1 to 2: -0.80 -0.32

---

(8)
Computed, not measured: a cluster of 2 separate species, C6H13NS in total, with ωB97M-V/def2-TZVPD.

Results
* LUMO: 0.03038 hartree
* energy relative to the best compared isomer or geometry (same formula, charge and spin): 37.4 kcal/mol
* gap between HOMO and LUMO: 9.889 eV
* calculated total energy: -18756.6540 eV

Atoms and positions in Å:
C: -0.245 -2.881 -0.315
C: -0.769 -2.917 0.903
N: -1.026 -1.806 1.712
C: -0.079 -1.048 2.049
H: 0.056 -1.956 -0.787
H: -0.159 -3.800 -0.875
H: -1.090 -3.860 1.332
H: -0.298 -0.179 2.665
H: 0.957 -1.228 1.748
C: -2.048 1.799 -0.445
C: -0.739 1.153 -0.879
C: 0.448 2.084 -0.661
S: 1.974 1.162 -1.024
H: -2.903 1.145 -0.598
H: -2.208 2.721 -1.006
H: -2.002 2.064 0.610
H: -0.537 0.236 -0.327
H: -0.769 0.907 -1.943
H: 0.490 2.447 0.365
H: 0.385 2.947 -1.324
H: 2.863 2.043 -0.549

Cartesian forces (eV/Å) of the 2 atoms listed first:
-0.04 -0.07 -0.03
0.13 -0.13 -0.03

Mulliken population analysis, charges in e, atoms 1 to 2: -0.63 0.07